(1)
Here is C18H34BeN8O28S2 as an isolated structure in a non-equilibrium geometry from the OMol25 dataset. Energies are from the ωB97M-V functional and the def2-TZVPD basis.

Each line ends with the Mulliken charge.
Element x y z (Å)
O (9.000, 15.035, 17.171)  -0.51
H (11.007, 9.818, 7.092)  0.32
O (9.922, 9.265, 11.849)  0.24
H (12.400, 9.377, 16.500)  0.28
N (11.580, 15.127, 8.482)  0.80
H (7.484, 12.328, 13.996)  -0.03
H (13.546, 19.422, 12.219)  0.33
O (12.742, 14.774, 8.381)  -0.57
O (9.476, 11.694, 12.287)  0.02
N (12.477, 11.813, 10.768)  0.93
O (8.881, 16.969, 10.100)  -0.62
O (7.894, 12.861, 17.173)  -0.38
H (16.376, 10.944, 13.748)  0.28
H (7.835, 12.801, 11.514)  -0.10
H (12.337, 15.664, 14.943)  0.29
H (11.021, 6.552, 12.188)  0.37
C (10.029, 10.239, 7.253)  -0.82
N (9.212, 16.389, 11.114)  0.99
O (14.321, 6.514, 11.859)  -0.35
C (10.920, 15.863, 7.374)  -0.90
H (8.880, 14.301, 11.165)  0.11
C (7.412, 11.865, 11.271)  -0.28
H (10.988, 8.338, 16.750)  0.33
H (15.032, 10.130, 14.540)  0.04
H (10.916, 16.886, 7.725)  0.32
O (12.552, 7.770, 12.743)  -0.14
O (9.772, 12.059, 8.618)  -0.41
N (15.278, 12.187, 15.163)  0.86
O (6.598, 14.930, 16.952)  -0.58
C (11.964, 6.851, 11.725)  -0.22
O (12.591, 17.538, 10.376)  -0.51
H (16.489, 10.405, 15.526)  0.32
H (11.879, 19.182, 11.614)  0.33
O (5.522, 8.951, 9.809)  -0.61
O (5.216, 11.588, 10.368)  -0.57
H (13.118, 13.658, 11.661)  0.32
H (13.781, 14.937, 15.831)  0.22
C (12.663, 18.794, 12.288)  -0.83
O (10.195, 16.649, 11.739)  -0.49
O (14.445, 7.851, 14.146)  -0.64
O (10.576, 12.339, 6.665)  -0.57
C (13.053, 5.804, 11.523)  -0.33
O (12.080, 11.382, 11.934)  0.07
N (12.906, 17.543, 11.583)  0.99
C (13.447, 12.902, 10.984)  -1.05
H (10.913, 10.147, 17.211)  0.31
C (8.453, 11.108, 11.637)  1.61
H (7.423, 15.331, 11.037)  0.25
H (12.966, 5.010, 12.245)  0.30
H (9.582, 9.712, 8.079)  0.19
O (12.437, 11.485, 9.651)  -0.47
H (7.782, 7.994, 10.380)  0.16
O (8.018, 13.927, 15.158)  -0.21
S (7.848, 14.374, 16.715)  1.05
N (10.795, 9.731, 15.211)  1.02
C (8.781, 9.711, 11.451)  0.59
H (8.150, 15.274, 12.630)  0.25
H (7.613, 11.014, 16.414)  0.25
N (11.948, 13.996, 16.167)  0.97
C (6.394, 9.657, 10.362)  0.35
C (7.943, 12.507, 14.928)  0.70
C (6.253, 11.107, 10.691)  0.14
H (13.684, 13.210, 9.985)  0.40
H (8.957, 12.133, 14.835)  -0.36
H (11.711, 7.493, 10.855)  0.15
H (12.443, 15.820, 16.713)  0.34
C (8.382, 15.210, 11.547)  -0.56
O (12.104, 13.501, 17.273)  -0.60
O (13.414, 16.590, 12.177)  -0.55
H (13.198, 5.488, 10.516)  0.28
H (9.976, 15.311, 7.198)  0.26
Be (10.597, 10.510, 12.231)  -0.76
C (7.246, 12.008, 16.194)  -0.26
O (10.951, 14.910, 9.484)  -0.25
C (15.850, 10.804, 14.703)  -0.58
H (6.177, 12.020, 16.317)  0.30
H (9.373, 10.066, 6.427)  0.34
O (14.742, 8.888, 11.988)  -0.61
O (16.006, 12.932, 15.723)  -0.57
O (11.571, 10.179, 14.423)  -0.36
S (14.086, 7.844, 12.732)  1.24
C (12.727, 15.214, 15.840)  -0.84
H (14.303, 12.283, 11.328)  0.30
O (9.626, 9.641, 15.149)  -0.55
C (7.797, 9.107, 10.686)  -1.25
O (11.213, 13.646, 15.289)  -0.35
N (10.126, 11.623, 7.540)  0.93
H (12.396, 18.604, 13.350)  0.25
C (11.322, 9.356, 16.520)  -1.01
H (11.493, 15.740, 6.455)  0.34
O (14.093, 12.301, 14.906)  -0.36

- gap between HOMO and LUMO (Eh) = 0.2526
- electronic energy (eV) = -110515.153



(2)
Here is C18H34Br2O15 as an isolated structure in a non-equilibrium geometry from the OMol25 dataset. Energies are from the ωB97M-V functional and the def2-TZVPD basis.

Each line ends with the Mulliken charge.
Element x y z (Å)
C (0.377, -1.725, -2.650)  -0.90
O (-1.841, 0.302, 0.374)  0.26
H (-4.266, 2.118, 0.322)  0.28
H (-3.068, -0.230, 2.626)  0.52
H (1.648, 1.744, -3.230)  0.39
H (-0.009, 0.481, 0.728)  -0.46
C (-1.401, 1.546, 0.551)  0.35
C (-3.602, 1.644, 1.045)  -0.65
O (-1.620, -2.665, -1.972)  -0.47
Br (2.726, -0.434, -0.074)  -0.22
H (0.805, -2.373, -1.885)  0.25
H (-1.181, -0.668, 0.057)  -0.15
C (2.850, 2.259, -1.757)  -0.12
C (-0.475, 3.485, 2.206)  -1.45
H (0.457, 1.801, 1.109)  -1.12
O (1.551, 0.916, 3.631)  -0.25
H (-1.470, 3.311, 1.794)  0.37
H (-3.692, -0.108, -0.287)  0.43
C (-3.314, -0.828, 1.749)  -1.90
C (-3.207, 0.219, 0.633)  0.41
H (0.500, -2.141, -3.650)  0.71
O (-3.176, -1.620, -3.277)  -0.38
O (1.665, -3.576, -0.842)  -0.64
H (-4.359, -1.046, 1.968)  0.53
H (1.839, -1.201, 2.118)  0.01
C (-1.945, -1.007, -3.555)  -0.42
H (-1.158, -0.615, -1.648)  -0.83
H (0.755, -3.598, -1.138)  0.51
C (2.102, -0.174, -2.230)  0.54
H (-0.524, -2.633, 4.206)  0.42
O (-1.274, -2.040, 4.145)  -0.77
H (-2.673, -1.710, 1.742)  0.35
Br (-0.438, -1.494, 2.204)  -0.30
H (0.581, -1.011, -1.445)  -1.30
H (0.850, -0.743, -2.648)  0.17
H (1.404, -0.079, -1.398)  -1.82
O (3.696, 1.143, -3.498)  -0.47
O (4.200, 2.562, -1.906)  -0.39
C (-1.051, -1.440, -2.352)  2.09
C (2.496, 1.223, -2.787)  0.52
H (2.742, 1.901, -0.733)  -0.26
C (-0.168, -0.560, 0.445)  0.90
H (1.898, -2.667, 2.493)  0.42
H (1.673, -4.115, -0.051)  0.41
O (0.059, -0.673, 4.018)  -0.55
O (5.671, 2.402, -3.618)  -0.53
O (2.206, -1.803, 2.766)  -0.66
H (-1.684, -1.596, -4.434)  0.40
H (2.942, -0.690, -1.766)  0.40
H (0.953, -2.296, -0.418)  1.05
O (-0.277, 1.927, 0.370)  -0.09
O (-2.362, 2.237, 1.015)  -0.46
H (-4.120, 1.703, 2.003)  0.43
H (0.066, 4.296, 1.719)  0.31
H (-1.878, 0.073, -3.687)  0.37
H (2.102, 3.051, -1.782)  0.30
O (-3.688, -3.499, -2.123)  -0.51
H (-1.024, -1.405, 3.474)  0.41
H (2.514, 2.130, 2.151)  0.33
O (-0.369, 1.178, 2.847)  -0.13
H (1.661, 3.022, 3.455)  0.34
C (0.365, 2.155, 2.136)  2.03
C (0.923, -1.206, -0.429)  -0.75
C (4.691, 2.036, -3.018)  0.55
C (1.668, 2.124, 2.838)  -0.72
C (0.407, 0.417, 3.571)  0.45
H (1.760, -0.797, -3.057)  0.53
C (-2.877, -2.705, -2.415)  0.40
H (-0.611, 3.763, 3.251)  0.52

- gap between HOMO and LUMO (Eh) = 0.2714
- electronic energy (eV) = -189980.313
- energy relative to the best compared isomer or geometry (same formula, charge and spin) (kcal/mol) = 827.20



(3)
Here is one molecule with the formula C18H34N4O4S in a non-equilibrium geometry from the OMol25 dataset. Energies are from the ωB97M-V functional and the def2-TZVPD basis.

Each line ends with the Mulliken charge.
Element x y z (Å)
N (-3.073, 1.544, 0.258)  0.45
C (4.812, -0.315, 0.217)  -1.10
S (2.317, -0.835, 0.919)  1.19
H (-0.029, -2.618, 1.208)  0.44
C (1.751, -2.760, -0.736)  -0.62
C (-1.859, 1.900, 0.981)  -1.15
C (3.320, 2.130, -0.230)  -0.34
H (1.855, -3.557, 0.013)  0.33
H (-0.518, 0.961, -0.426)  -0.12
N (-3.196, -1.242, 0.069)  -0.09
H (6.199, 0.957, 1.268)  0.39
H (-2.218, 3.332, -2.487)  0.38
H (0.224, 2.266, 0.526)  0.27
H (-2.838, -0.344, -0.245)  0.18
C (5.142, 0.955, 0.999)  -0.41
C (0.818, -3.203, -1.861)  -0.75
H (-0.620, -4.242, -0.619)  0.36
C (-4.229, 1.395, 1.137)  -0.87
H (-1.649, 1.150, 1.743)  0.50
H (2.708, 2.162, 0.673)  0.19
C (-1.080, -2.151, -0.620)  1.29
H (-1.977, 1.582, -2.207)  0.23
H (-3.363, -0.094, 2.452)  0.28
C (-3.301, 2.528, -0.790)  -0.71
H (4.548, 0.960, 1.915)  0.31
C (3.019, 0.826, -0.968)  -0.79
H (1.949, 0.720, -1.147)  0.15
H (3.547, 0.801, -1.927)  0.47
H (-4.524, -2.069, 1.401)  0.47
H (-1.276, -3.662, -2.150)  0.43
N (3.428, -0.341, -0.214)  0.13
C (-4.392, -1.123, 0.870)  -0.92
C (-2.088, 2.565, -1.721)  -0.59
H (5.439, -0.385, -0.679)  0.43
H (-5.258, -0.964, 0.216)  0.30
O (-2.778, -3.410, 0.544)  -0.71
H (-1.133, -1.324, -1.334)  0.12
H (1.198, -4.125, -2.303)  0.43
O (1.629, 0.260, 1.541)  -0.69
C (4.796, 2.182, 0.157)  -0.98
H (-5.121, 0.036, 2.526)  0.39
H (5.413, 2.190, -0.745)  0.35
H (5.005, 3.094, 0.717)  0.40
H (-1.969, 2.881, 1.474)  0.36
O (2.947, -1.799, 1.769)  -0.85
C (-2.436, -2.352, 0.054)  -0.14
H (-0.355, -0.882, 1.007)  0.41
H (2.742, -2.511, -1.118)  0.42
N (1.224, -1.559, -0.118)  0.70
C (-0.075, -1.795, 0.481)  -1.66
H (4.962, -1.202, 0.832)  0.46
H (0.805, -2.430, -2.631)  0.32
C (-0.598, -3.415, -1.331)  -1.12
O (-0.911, 2.891, -1.025)  -0.47
H (-4.187, 2.242, -1.362)  0.41
H (3.053, 2.977, -0.864)  0.45
C (-4.264, 0.042, 1.851)  -0.58
H (-3.460, 3.535, -0.369)  0.37
H (-4.263, 2.206, 1.883)  0.34
C (-0.683, 1.958, 0.007)  0.14
H (-5.127, 1.478, 0.517)  0.45

- gap between HOMO and LUMO (Eh) = 0.3620
- structure (SMILES) = O=C(NCCCN1CCOCC1)[C@@H]1CCCN(S(=O)(=O)N2CCCCC2)C1
- electronic energy (eV) = -44204.108
- energy relative to the best compared isomer or geometry (same formula, charge and spin) (kcal/mol) = 0.00



(4)
Here is a 3-piece molecular cluster, C18H34NO4 overall in a non-equilibrium geometry from the OMol25 dataset. Energies are from the ωB97M-V functional and the def2-TZVPD basis.

Each line ends with the Mulliken charge.
Element x y z (Å)
H (1.236, 5.289, 0.926)  0.30
H (-0.524, -2.220, -0.125)  0.19
C (-1.505, -4.874, 0.991)  -1.47
C (-1.036, -1.585, 0.598)  -0.86
H (-0.406, -3.428, 2.092)  0.38
C (-2.048, -4.035, 3.305)  -1.50
N (-2.597, -1.280, -2.069)  0.04
C (0.327, 4.848, 1.337)  -0.62
C (0.400, 4.918, 2.851)  0.42
H (5.214, 1.221, -3.164)  0.33
C (-2.096, -2.422, 1.311)  -0.98
H (-0.541, 5.391, 0.973)  0.33
O (0.215, 5.872, 3.543)  -0.55
H (-1.935, 0.188, -3.424)  0.36
H (-2.410, -2.261, -1.847)  0.39
H (5.099, 0.552, -0.467)  0.33
C (-2.802, -0.444, -0.847)  -1.84
C (0.249, 3.345, 1.076)  0.34
H (-1.383, -4.584, -0.052)  0.31
H (-3.475, -1.271, -2.593)  0.37
H (-0.796, 3.023, 1.106)  0.05
H (-1.751, 0.442, 0.732)  0.54
H (0.674, 3.034, 0.124)  -0.01
C (3.035, 1.122, -0.658)  0.64
H (0.210, -1.447, -2.007)  0.32
C (-1.532, -0.707, -2.960)  -1.01
H (4.155, -0.399, -1.639)  0.26
H (0.648, 1.790, 2.568)  0.24
C (-0.410, 0.320, -0.920)  -0.04
H (0.501, 0.300, -0.333)  -0.51
H (-3.600, -0.864, -0.248)  0.56
C (0.998, 2.777, 2.274)  -0.26
H (-1.350, -1.427, -3.752)  0.43
H (-2.900, -4.693, 3.160)  0.34
H (-2.420, -5.438, 1.150)  0.38
C (-0.241, -0.479, -2.207)  -0.33
C (-1.532, -0.287, -0.046)  0.92
H (-2.381, -3.163, 3.860)  0.40
H (-1.303, -4.552, 3.899)  0.38
H (-0.677, -5.538, 1.230)  0.40
H (-2.607, -1.853, 2.086)  0.25
H (-3.105, 0.537, -1.204)  0.52
C (4.333, 0.600, -1.235)  -0.61
O (2.466, 1.998, -1.517)  -0.30
O (2.525, 0.823, 0.387)  -0.60
C (3.254, 2.092, -2.725)  -0.44
H (2.073, 2.729, 2.104)  0.18
H (3.232, 3.119, -3.079)  0.34
H (-0.286, -1.303, 1.333)  0.47
H (-0.699, 1.341, -1.161)  0.40
C (4.645, 1.621, -2.329)  -0.50
H (-2.854, -2.726, 0.582)  0.35
H (0.415, 0.062, -2.884)  0.26
C (-1.455, -3.675, 1.939)  0.60
O (0.744, 3.702, 3.345)  -0.38
H (2.798, 1.448, -3.482)  0.22
H (5.209, 2.452, -1.905)  0.29

- gap between HOMO and LUMO (Eh) = 0.3170
- electronic energy (eV) = -28892.421
- net charge = +1
- energy relative to the best compared isomer or geometry (same formula, charge and spin) (kcal/mol) = 7.86